Molecular formula: CH3N3O
Method: DFT, the ωB97M-V functional and the def2-TZVPD basis

Geometry (Å):
C  2.0466  -0.1287  -0.0265
N  1.1171  -0.8210  0.0290
N  3.1303  0.4393  0.0494
N  -1.4874  0.1678  -0.1567
O  0.1645  -1.5064  0.3244
H  -2.1101  0.1728  0.6867
H  3.6714  0.6716  -0.7575
H  -2.1116  -0.4638  -0.6914

Atoms 1-3, force components in eV/Å:
1.99 0.88 -0.30
-0.80 -1.18 0.00
0.55 0.87 0.73

Values from the calculation:
charge = 0
E_HOMO (spin up / spin down) = -8.530 / -8.530 eV
E_LUMO (spin up / spin down) = -2.68 / -2.69 eV
Kohn-Sham gap (spin up / spin down) = 5.846 / 5.845 eV

Molecular formula: C10H26LiN3O6
Method: DFT, the ωB97M-V functional and the def2-TZVPD basis

Geometry (Å):
Li  -25.9455  -14.9275  -3.8584
N  -24.0746  -13.0694  -7.9992
O  -24.2654  -13.5402  -6.9217
O  -24.5903  -13.6992  -8.8867
O  -23.3948  -12.0621  -8.2313
C  -23.7909  -17.7720  -3.1343
C  -25.1691  -18.4313  -2.9778
C  -25.8967  -18.2996  -1.5886
O  -25.8926  -16.8926  -1.3285
C  -26.6194  -16.7222  -0.1349
N  -25.9104  -17.7791  -4.0192
H  -23.7060  -16.6937  -2.9995
H  -23.5159  -17.7938  -4.1888
H  -23.0904  -18.3126  -2.4977
H  -25.0223  -19.4634  -3.2961
H  -25.3936  -18.9793  -0.9008
H  -26.9405  -18.5500  -1.7782
H  -26.1216  -17.1776  0.7212
H  -27.6312  -17.1270  -0.1140
H  -26.9408  -15.6855  -0.0346
H  -25.4385  -17.9463  -4.8963
H  -26.7623  -18.3214  -4.0102
C  -28.9083  -14.5940  -2.8351
O  -27.6770  -13.8140  -2.9223
C  -27.8707  -12.5070  -2.4266
C  -26.6344  -11.6461  -2.4665
N  -25.4375  -12.3160  -1.9307
C  -24.4282  -11.3492  -1.7491
C  -23.1433  -12.0536  -1.3516
O  -23.0296  -12.5380  -0.0245
C  -21.9486  -13.3574  0.1677
H  -28.9546  -15.0590  -1.8503
H  -28.8036  -15.3591  -3.6043
H  -29.7945  -14.0213  -3.1087
H  -28.1461  -12.5422  -1.3726
H  -28.6844  -11.9759  -2.9205
H  -26.7278  -10.6301  -2.0830
H  -26.5122  -11.4579  -3.5332
H  -25.7077  -12.7254  -1.0478
H  -24.7522  -10.6381  -0.9892
H  -24.3507  -10.7056  -2.6253
H  -22.3823  -11.3267  -1.6356
H  -23.0942  -12.8486  -2.0956
H  -21.9440  -13.8720  1.1286
H  -20.9796  -12.8613  0.1134
H  -21.9149  -14.1440  -0.5862

Atoms 1-3, force components in eV/Å:
-0.19 0.12 0.27
0.50 0.60 -2.44
0.15 -0.53 6.50

Values from the calculation:
charge = 0
E_HOMO = -6.175 eV
E_LUMO = -0.32 eV
Kohn-Sham gap = 5.851 eV

Molecular formula: C6H36O14
Method: DFT, the ωB97M-V functional and the def2-TZVPD basis

Geometry (Å):
O  -1.7575  -3.0878  -0.2742
C  -1.9715  -2.0972  -0.9223
C  -3.2168  -1.2443  -0.3957
C  -3.2021  0.3148  -0.4471
C  -1.9269  0.7828  -1.0994
C  -0.6945  0.2509  -0.9763
C  -2.0183  2.1466  -1.8097
H  -1.4192  -1.7688  -1.8070
H  -3.8603  -1.6828  -1.1388
H  -3.5852  -1.4676  0.6081
H  -3.3700  0.7843  0.5240
H  -3.9816  0.6505  -1.1436
H  -0.0167  0.8012  -1.5944
H  -0.3129  -0.5259  -0.3211
H  -2.7504  2.1006  -2.6166
H  -1.0667  2.5408  -2.1010
H  -2.4350  2.9536  -1.2120
H  -2.1628  2.1132  2.5817
H  -2.2400  2.1805  0.9399
O  -2.0631  2.7066  1.7364
H  0.7671  1.8433  3.9783
H  0.4846  1.1654  2.6452
O  0.1631  1.8927  3.2150
H  1.3056  -3.2287  -1.9310
H  0.4093  -4.2929  -1.1400
O  0.9892  -3.5388  -1.0710
H  3.6044  -1.9839  -2.2136
H  3.3333  -2.7383  -0.9988
O  3.3216  -2.8580  -1.9343
H  2.7044  1.3449  1.9558
H  1.9944  -0.1784  1.9353
O  2.2482  0.5979  2.4060
H  1.0091  3.5091  -3.1789
H  0.7147  3.4265  -1.7350
O  1.0362  2.8688  -2.4732
H  -2.0270  -2.8608  2.2100
H  -0.7226  -3.8037  2.6377
O  -1.2877  -3.0229  2.7389
H  1.3002  0.8050  -2.9198
H  1.0425  1.2997  -4.3648
O  1.3755  0.5258  -3.8809
H  4.3394  0.6394  0.0809
H  3.3987  1.7129  -0.4522
O  4.2911  1.5845  -0.0519
H  1.2704  -2.4874  1.0098
H  0.7435  -1.7240  2.2381
O  1.1140  -1.6154  1.3579
H  0.6875  2.3354  0.0582
H  0.1791  3.2136  1.1470
O  0.0100  3.0405  0.1797
H  1.6440  -0.5109  -0.1748
H  1.9929  0.1911  -1.5374
O  2.3045  0.0317  -0.6273
H  -1.8393  -0.9072  3.4884
H  -1.1929  0.5137  3.4568
O  -1.9743  -0.0251  3.1738

Atoms 1-3, force components in eV/Å:
0.66 -0.71 -0.61
-1.80 0.78 2.92
1.09 0.71 -0.56

Values from the calculation:
charge = 0
E_HOMO = -9.334 eV
E_LUMO = 0.03 eV
Kohn-Sham gap = 9.365 eV

Record order is preserved below.
Energy: -279.1390; -1019.5977; -1303.4551 Ha